Record 1
C5H8BrO2P | ωB97M-V with the def2-TZVPD basis set

Last column: natural (NBO) charge in e.
Positions of all 17 atoms, in Å:
C1 -1.312764 2.176851 0.365160  -0.19
C2 0.023082 2.300762 0.115878  -0.91
C3 0.957933 0.154378 -1.731832  -0.99
C4 -1.651588 0.902583 0.680622  -0.03
C5 -0.531890 -1.033103 1.510595  -0.25
O1 2.047791 0.294899 0.846084  -1.02
O2 -0.600137 -0.043225 0.457051  -0.58
P1 0.967935 0.824222 -0.026508  2.08
Br1 -3.263180 0.037171 0.091477  -0.01
H1 -1.947462 3.015445 0.421119  0.24
H2 0.391147 3.361289 0.087529  0.26
H3 1.645715 -0.576857 -1.801752  0.24
H4 1.069905 0.981134 -2.401278  0.25
H5 -0.002942 -0.229100 -1.937421  0.26
H6 0.053746 -1.903250 1.308581  0.21
H7 -1.497207 -1.329371 1.747341  0.22
H8 -0.037364 -0.611516 2.427626  0.21

Cartesian forces (eV/Å) of the 3 atoms listed first:
1.0 -1.9 0.3
2.7 2.5 -0.5
-1.2 2.7 1.5

Values from the calculation:
- molar mass (g/mol) = 210.995
- energy above the lowest of the compared OMol25 structures with the same formula, charge and spin (eV) = 3.085
- electronic energy (hartree) = -3261.0651
- HOMO energy (eV) = -7.2
- net charge = 0
- F_max (eV/A) = 3.70
- LUMO (eV) = 0.637


Record 2
C5H8Cl2Si | ωB97M-V with the def2-TZVPD basis set

Last column: natural (NBO) charge in e.
Positions of all 16 atoms, in Å:
C1 1.619835 0.084538 -0.805114  -0.14
C2 0.383457 0.413367 -1.179723  -0.27
C3 1.844089 -0.431137 0.584059  -0.92
C4 -0.678748 0.336269 -0.186550  -0.47
C5 -2.050213 -0.086102 -0.616930  -0.66
Si1 0.131096 -0.277676 1.415562  1.51
Cl1 0.090145 0.947182 3.013820  -0.33
Cl2 -0.598521 -2.092291 1.968618  -0.36
H1 2.461991 0.149343 -1.476705  0.21
H2 0.149952 0.761571 -2.173794  0.22
H3 2.192609 -1.465605 0.527480  0.25
H4 2.638817 0.130003 1.077478  0.25
H5 -1.001731 2.157276 0.031761  0.06
H6 -2.024869 -1.144533 -0.883154  0.21
H7 -2.388836 0.475081 -1.485012  0.22
H8 -2.769072 0.042714 0.188205  0.22

Cartesian forces (eV/Å) of the 3 atoms listed first:
-0.1 -0.1 0.0
0.3 -0.1 -0.1
-0.1 0.0 0.5

Values from the calculation:
- molar mass (g/mol) = 167.111
- energy above the lowest of the compared OMol25 structures with the same formula, charge and spin (eV) = 1.934
- electronic energy (hartree) = -1405.2019
- HOMO energy (eV) = -8.7
- net charge = 0
- F_max (eV/A) = 3.83
- LUMO (eV) = -0.082


Record 3
C5H8Cl3F2N | ωB97M-V with the def2-TZVPD basis set

Last column: natural (NBO) charge in e.
Positions of all 19 atoms, in Å:
C1 0.352783 -1.535408 -1.672950  -0.61
C2 0.210949 -0.517476 -0.547670  -0.09
C3 -0.941481 -0.793026 0.395877  -0.22
C4 -1.810793 -1.788028 0.279888  -0.22
C5 1.200291 2.342343 1.719520  0.60
H1 -0.536130 -1.534571 -2.315602  0.20
H2 0.494951 -2.548977 -1.283282  0.21
H3 1.213307 -1.270073 -2.291316  0.23
H4 1.132788 -0.544081 0.050395  0.20
H5 0.134071 1.528085 -0.396699  0.37
H6 -0.748522 0.925713 -1.623445  0.35
H7 -1.063784 -0.086286 1.217558  0.21
H8 -1.777207 -2.545674 -0.495969  0.21
N1 0.138044 0.826773 -1.131307  -0.83
F1 0.747758 2.497859 2.961180  -0.30
F2 0.392384 1.497614 1.083490  -0.31
Cl1 -3.137394 -2.012457 1.379042  -0.02
Cl2 1.174941 3.898915 0.895060  0.02
Cl3 2.823044 1.658756 1.776229  0.02

Cartesian forces (eV/Å) of the 3 atoms listed first:
0.0 -0.1 0.0
0.1 -0.1 -0.1
-0.3 -0.2 0.1

Values from the calculation:
- molar mass (g/mol) = 226.481
- electronic energy (hartree) = -1830.3306
- HOMO energy (eV) = -9.1
- net charge = 0
- F_max (eV/A) = 2.72
- LUMO (eV) = 0.465
- SMILES = C[C@@H](N)/C=C/Cl.FC(F)(Cl)Cl


Record 4
C5H8ClFIO7S2 | ωB97M-V with the def2-TZVPD basis set

Last column: natural (NBO) charge in e.
Positions of all 25 atoms, in Å:
C1 2.273643 1.799219 0.332707  -0.69
C2 2.347265 0.212652 -0.140265  -0.23
Cl1 3.884646 -0.541269 0.661273  -0.12
C3 1.046236 -0.649185 0.458518  -0.52
C4 -0.299197 -0.132688 -0.322647  0.00
O1 -0.534581 -1.203313 -1.304008  -0.59
S1 -1.472890 -2.335431 -0.436434  2.26
O2 -2.150745 -3.330073 -1.422089  -0.80
O3 -0.801375 -3.286243 0.583241  -0.83
O4 -2.497843 -1.312690 0.522338  -0.61
C5 -1.732086 -0.030221 0.467151  0.32
O5 -1.761047 0.582732 1.833463  -0.68
S2 -2.827576 1.114893 -0.542818  2.03
O6 -4.303376 0.582574 -0.702246  -0.80
O7 -2.821222 2.501638 0.206892  -0.81
F1 -2.260202 1.343482 -2.180933  -0.48
H1 3.124488 2.018816 1.116854  0.25
H2 1.187368 2.049697 0.754547  0.20
H3 2.503688 2.481646 -0.614474  0.23
H4 2.423874 0.067762 -1.301702  0.25
H5 1.304798 -1.788566 0.217588  0.27
H6 1.020708 -0.518552 1.627598  0.24
H7 -0.142457 0.930227 -0.785730  0.26
H8 -1.708742 -0.145731 2.534552  0.51
I1 4.196624 -0.411376 -1.563376  -0.67

Cartesian forces (eV/Å) of the 3 atoms listed first:
0.2 0.0 -0.6
-4.6 1.8 3.9
-4.0 0.2 9.4

Values from the calculation:
- molar mass (g/mol) = 425.601
- electronic energy (hartree) = -2375.6934
- HOMO energy (eV) = -1.6
- net charge = -1
- F_max (eV/A) = 16.84
- LUMO (eV) = 0.704


Record 5
C5H8ClN3O | ωB97M-V with the def2-TZVPD basis set

Last column: natural (NBO) charge in e.
Positions of all 18 atoms, in Å:
C1 -0.990060 0.624425 1.140406  -0.04
C2 -0.023001 1.616699 -0.810946  0.32
C3 -1.311256 1.609951 0.069559  -0.51
C4 0.751765 -0.558010 -0.171275  0.39
C5 -0.106470 -1.663306 -0.882401  -0.63
N1 0.744584 0.635649 -0.917490  -0.46
N2 -0.148372 -0.337466 1.160068  0.13
N3 1.999817 -1.117742 0.219779  -0.83
O1 0.127538 -0.991688 2.164957  -0.52
Cl1 0.094419 2.984259 -1.867037  0.02
H1 -1.409685 0.819141 2.183320  0.22
H2 -2.020384 1.267134 -0.582129  0.24
H3 -1.333108 2.653437 0.391775  0.25
H4 -0.439105 -2.480596 -0.129955  0.24
H5 0.265120 -2.029907 -1.767241  0.22
H6 -1.063786 -1.379463 -1.236586  0.20
H7 2.806592 -0.674961 -0.159694  0.38
H8 2.055390 -0.977557 1.194893  0.39

Cartesian forces (eV/Å) of the 3 atoms listed first:
-1.9 1.4 3.0
-1.2 -1.7 0.3
5.0 0.3 0.3

Values from the calculation:
- molar mass (g/mol) = 161.592
- energy above the lowest of the compared OMol25 structures with the same formula, charge and spin (eV) = 1.137
- electronic energy (hartree) = -894.9046
- HOMO energy (eV) = -8.9
- net charge = 0
- F_max (eV/A) = 5.07
- LUMO (eV) = 0.608
- SMILES = C[C@@]1(N)N=C(Cl)CC=[N+]1[O-]


Record 6
C5H8ClNO | ωB97M-V with the def2-TZVPD basis set

Last column: natural (NBO) charge in e.
Positions of all 16 atoms, in Å:
C1 1.341886 -1.236590 1.763005  0.02
C2 -0.023073 -1.570614 -0.933570  -0.66
C3 -0.186164 1.737615 1.034290  -0.76
C4 -0.689053 -0.194393 -0.613074  -0.07
C5 0.289189 0.638056 0.165692  0.34
N1 2.125693 -1.922404 2.240146  -0.52
O1 -1.131130 0.500619 -1.825055  -0.67
Cl1 1.752474 1.078920 -0.686919  0.11
H1 -0.527282 -2.183890 -1.714428  0.24
H2 0.348945 -2.056374 0.035696  0.28
H3 0.971780 -1.471525 -1.544363  0.22
H4 -1.061639 1.367054 1.604015  0.25
H5 -0.453524 2.684698 0.398518  0.28
H6 0.670628 2.159906 1.652229  0.28
H7 -1.454063 -0.448485 -0.010453  0.19
H8 -1.974665 0.917407 -1.565728  0.48

Cartesian forces (eV/Å) of the 3 atoms listed first:
-1.8 2.7 -1.5
2.6 -0.2 -1.5
0.5 1.4 0.5

Values from the calculation:
- molar mass (g/mol) = 133.578
- energy above the lowest of the compared OMol25 structures with the same formula, charge and spin (eV) = 5.535
- electronic energy (hartree) = -785.3246
- HOMO energy (alpha / beta) (eV) = -10.0 / -10.0
- net charge = 0
- F_max (eV/A) = 4.69
- LUMO (alpha / beta) (eV) = -2.410 / -2.410


Record 7
C5H8ClOPS | ωB97M-V with the def2-TZVPD basis set

Last column: natural (NBO) charge in e.
Positions of all 17 atoms, in Å:
C1 -0.040505 0.582396 0.397259  -0.16
C2 0.928139 0.633958 -0.549475  -0.32
C3 0.195218 -0.515604 1.420332  0.07
C4 1.102405 1.630822 -1.648136  -0.66
C5 -0.819116 -1.620992 1.032620  -0.62
O1 1.508366 -0.968413 1.287498  -0.79
P1 2.354860 -0.379460 0.028264  1.41
S1 4.429985 1.014653 0.738070  -0.54
Cl1 2.730852 -1.883636 -1.128031  -0.19
H1 -0.898509 1.061366 0.237318  0.21
H2 0.124935 -0.341656 2.552218  0.22
H3 0.931742 1.362575 -2.670412  0.24
H4 2.100226 1.997628 -1.443609  0.25
H5 0.456538 2.503482 -1.244797  0.22
H6 -1.701690 -1.015936 0.944802  0.21
H7 -1.029559 -2.398792 1.752601  0.22
H8 -0.539948 -2.182995 0.092526  0.22

Cartesian forces (eV/Å) of the 3 atoms listed first:
5.1 -2.5 -0.5
0.1 -0.7 0.9
-1.3 -0.8 1.1

Values from the calculation:
- molar mass (g/mol) = 182.612
- energy above the lowest of the compared OMol25 structures with the same formula, charge and spin (eV) = 2.956
- electronic energy (hartree) = -1470.2234
- HOMO energy (eV) = -8.2
- net charge = 0
- F_max (eV/A) = 5.66
- LUMO (eV) = -0.653
- SMILES = CC1=C[C@@H](C)O[P@@]1(=S)Cl